Record 1
C20H18N2O2 | ωB97M-V with the def2-TZVPD basis set

```
42
C20H18N2O2, DFT ωB97M-V with the def2-TZVPD basis set
C 2.7648 -5.3427 -3.5160
O 1.4020 -4.9648 -3.5219
C 1.0550 -3.9888 -2.6645
C -0.2843 -3.5807 -2.6308
C -0.6500 -2.5829 -1.7570
C 0.3282 -2.0115 -0.9355
N 0.0725 -0.9944 -0.0126
C -1.1017 -0.3507 0.2395
O -2.1509 -0.6009 -0.3061
C -0.9709 0.6920 1.3589
C 0.4083 1.2997 1.4553
C 1.1659 1.1559 2.6116
C 2.4241 1.7254 2.7059
C 2.9416 2.4454 1.6435
C 2.1936 2.5953 0.4871
C 0.9363 2.0283 0.3934
C -1.9951 1.7990 1.2373
C -2.3785 2.3118 0.0060
C -3.2832 3.3567 -0.0654
C -3.8076 3.9078 1.0902
C -3.4270 3.4041 2.3220
C -2.5274 2.3564 2.3931
C 1.6269 -2.4918 -1.0517
N 1.9833 -3.4514 -1.8888
H 3.0556 -5.7229 -2.5341
H 2.8623 -6.1220 -4.2687
H 3.4027 -4.4913 -3.7632
H -0.9985 -4.0527 -3.2847
H -1.6695 -2.2397 -1.6984
H 0.8841 -0.6831 0.5066
H -1.1759 0.1413 2.2867
H 0.7687 0.5953 3.4466
H 2.9997 1.6064 3.6119
H 3.9225 2.8905 1.7164
H 2.5910 3.1577 -0.3447
H 0.3565 2.1513 -0.5088
H -1.9927 1.8824 -0.9058
H -3.5797 3.7412 -1.0303
H -4.5124 4.7241 1.0319
H -3.8332 3.8259 3.2298
H -2.2350 1.9671 3.3585
H 2.4281 -2.0884 -0.4435
```

## Properties
energy above the lowest of the compared OMol25 structures with the same formula, charge and spin: 1.287 eV
HOMO energy: -8.168 eV
maximum force: 0.67 eV/A
molecular weight: 318.38 g mol⁻¹

Record 2
C20H18N2O3S | ωB97M-V with the def2-TZVPD basis set

```
44
C20H18N2O3S, DFT ωB97M-V with the def2-TZVPD basis set
C 0.5596 6.1199 -0.1316
O 1.0803 4.9344 -0.6819
C 0.6401 3.7432 -0.1875
C -0.3179 3.5953 0.8056
C -0.6581 2.3211 1.2270
C -0.0741 1.1915 0.6810
N -0.4543 -0.0716 1.1652
C 0.3756 -1.1173 1.4141
O 1.5829 -1.0805 1.3127
C -0.3162 -2.3393 1.9427
C 0.4134 -3.1192 2.8382
C -0.1606 -4.2304 3.4303
C -1.4756 -4.5270 3.1057
N -2.1638 -3.8323 2.2206
C -1.6078 -2.7870 1.6381
S -2.6865 -1.9994 0.4574
C -1.6064 -1.7838 -0.9451
C -0.6484 -2.7338 -1.2608
C 0.1190 -2.5702 -2.3986
C -0.0797 -1.4783 -3.2261
C -1.0420 -0.5356 -2.9065
C -1.8064 -0.6826 -1.7646
C 0.8596 1.3334 -0.3641
O 1.3218 0.1994 -0.9363
C 2.3818 0.2918 -1.8541
C 1.2137 2.6114 -0.7669
H 1.0604 6.9327 -0.6552
H -0.5205 6.1980 -0.2926
H 0.7736 6.1936 0.9394
H -0.7960 4.4457 1.2625
H -1.3924 2.2014 2.0106
H -1.4230 -0.1580 1.4450
H 1.4271 -2.8178 3.0593
H 0.3910 -4.8395 4.1282
H -2.0020 -5.3599 3.5519
H -0.5041 -3.5961 -0.6262
H 0.8689 -3.3082 -2.6421
H 0.5164 -1.3626 -4.1191
H -1.1968 0.3222 -3.5443
H -2.5575 0.0476 -1.5046
H 2.6534 -0.7358 -2.0874
H 2.0745 0.8057 -2.7714
H 3.2436 0.8041 -1.4170
H 1.9336 2.7737 -1.5514
```

## Properties
energy above the lowest of the compared OMol25 structures with the same formula, charge and spin: 1.584 eV
HOMO energy: -7.858 eV
maximum force: 0.55 eV/A
molecular weight: 366.44 g mol⁻¹